No. 1
The following is a quantum chemistry calculation of a structure of composition C4H10FN at a distorted geometry, from the Open Molecules 2025 dataset.

XYZ file:
```
16
Properties=species:S:1:pos:R:3
F -2.57526 -0.27830 -0.23393
N -1.42254 0.59977 -0.37361
C -0.31806 -0.06088 0.10231
C 1.09981 1.19876 -0.47091
C 0.31868 -1.16987 -0.72625
C -0.30388 -0.16338 1.60998
H -0.29293 0.89173 1.98048
H -0.25617 -2.03348 -0.75404
H 0.80244 2.15742 -0.04681
H 1.19709 -1.36589 -0.14920
H -1.12214 -0.74589 1.99263
H -1.23869 0.59002 -1.34837
H 1.88084 0.59618 -0.11265
H 0.62728 -0.70589 1.81413
H 0.58032 -0.74711 -1.73637
H 1.02320 1.23680 -1.54740
```

Calculated values
highest occupied orbital energy = -9.344 eV
Kohn-Sham gap = 10.265 eV
energy relative to the best compared isomer or geometry (same formula, charge and spin) = 86.0 kcal/mol

=====

No. 2
The following is a quantum chemistry calculation of a cluster of 4 separate species, C33H69IN5O5P in total at a distorted geometry, from the Open Molecules 2025 dataset.

XYZ file:
```
114
Properties=species:S:1:pos:R:3
I 3.43880 -2.17696 6.79454
P 3.82908 -2.06599 4.40628
O 2.81191 1.48388 -0.04495
O -2.61729 -8.91848 3.37612
O 4.06579 -3.62918 4.02820
O 1.64466 6.27216 -4.63185
O -0.15063 -2.55362 3.11912
N -2.91821 -7.75395 3.82094
N 1.28887 -4.98992 3.35522
N 2.09721 -1.21502 2.43825
N 1.89815 2.37881 0.11623
N 1.19806 7.01054 -5.57874
C 3.03636 4.40856 -0.71457
C 0.90073 2.36757 -1.00787
C -4.12720 -7.78548 4.70473
C -4.13780 -6.76882 1.91085
C -0.57174 8.71358 -6.08605
C 2.48344 3.70350 0.52444
C 0.61889 0.92507 -1.39371
C 1.56258 6.47222 -6.92984
C -4.06715 -9.04510 5.55801
C 1.67086 -2.24715 1.46225
C 1.44483 4.59229 1.23267
C -2.85778 -6.72031 2.74455
C 2.04889 -1.67452 3.88641
C -2.64073 -5.30921 3.32207
C 1.12039 -4.08860 4.48505
C -0.39530 7.71421 -3.85287
C 0.84480 -2.63135 4.13122
C 1.46728 3.12547 -2.21022
C 2.03052 4.49911 -1.85958
C -0.44058 2.97465 -0.56984
C 0.22363 -2.60791 1.75968
C 3.59961 3.44786 1.52885
C 0.59981 5.34157 -7.29432
C 2.99138 5.94878 -6.87147
C 1.86661 -6.27959 3.74817
C -5.40682 -6.71559 2.76030
C -5.39308 -7.79501 3.84367
C -1.16096 6.28397 -5.75536
C 1.53684 7.57147 -8.00747
C -0.87049 5.72987 -7.14949
C -4.14319 -6.59429 5.67398
C -0.22340 7.41898 -5.33725
C -1.64955 -6.99741 1.86239
H 1.85690 -4.60047 2.61772
H 0.28852 0.34852 -0.52298
H -4.12191 -5.94193 1.19642
H 1.22127 5.19051 -1.61203
H -2.14398 -4.68592 2.57821
H -6.25729 -7.67966 4.50087
H -1.39799 8.10809 -3.68701
H 0.80518 4.48108 -6.64897
H 3.00633 -0.79451 2.21899
H 3.10277 5.13871 -6.15536
H 3.92475 3.87158 -1.06152
H -2.18875 6.64894 -5.70028
H 0.35335 -2.21533 5.01164
H 0.32725 8.45829 -3.51662
H 1.48880 0.43373 -1.82443
H 0.17949 9.48066 -5.89640
H -0.66866 8.58765 -7.15974
H 3.36788 5.40710 -0.42316
H 3.68521 6.74570 -6.60081
H -0.17724 0.89723 -2.13612
H -6.27601 -6.86204 2.11750
H -1.07587 5.47050 -5.02694
H 3.21680 2.93818 2.41678
H 1.94965 -4.18164 5.19240
H 2.20240 7.29087 -8.82265
H -0.72813 -6.96115 2.44600
H 2.25913 2.52371 -2.66741
H -1.70081 -7.96088 1.36133
H 3.26651 5.57250 -7.85646
H 0.77320 4.00013 1.85555
H -1.19077 2.76459 -1.33134
H 4.40532 2.85281 1.10699
H -0.27520 6.82113 -3.24352
H 1.41140 -0.46161 2.35286
H -1.53059 9.08624 -5.72675
H -3.55926 -4.78953 3.58607
H -3.12942 -9.09708 6.11206
H -0.78133 2.53237 0.36820
H -1.15529 6.45691 -7.91381
H -1.99274 -5.33506 4.19921
H -3.18431 -6.50446 6.18660
H 1.08591 -6.92823 4.14156
H 3.79719 -3.85385 3.13479
H 1.96094 5.29597 1.88387
H -5.52958 -5.72678 3.21076
H -4.91198 -6.75922 6.42798
H -1.49419 4.85167 -7.32475
H 1.69243 -1.78126 0.47527
H -4.37045 -5.64351 5.19990
H 1.88914 8.52182 -7.60705
H 2.27227 -6.75378 2.85442
H -5.48843 -8.77533 3.36782
H 0.81041 5.02531 -8.31823
H -4.15977 -9.94734 4.95974
H 4.01464 4.40493 1.84061
H -0.41897 -1.91965 1.20589
H 0.23147 -4.42668 5.02653
H 2.37763 -3.07373 1.41823
H -0.41424 4.05193 -0.44836
H 0.67849 3.22460 -2.95896
H 2.67990 -6.17075 4.47173
H 0.02409 -3.60578 1.35826
H 0.84576 5.18748 0.54944
H -4.88929 -9.02405 6.27320
H -1.58794 -6.23233 1.08680
H 1.87059 -0.75169 4.44402
H 2.51449 4.92033 -2.73955
H 0.55561 7.72563 -8.44893
H -4.14077 -7.69281 1.32516
```

Calculated values
highest occupied orbital energy (alpha / beta) = -9.737 / -10.857 eV
⟨S²⟩ = 3.763
net charge = +1
Kohn-Sham gap (alpha / beta) = 6.406 / 7.526 eV
multiplicity = 4

=====

No. 3
The following is a quantum chemistry calculation of a structure of composition C24H43BrP2Sn at a distorted geometry, from the Open Molecules 2025 dataset.

XYZ file:
```
71
Properties=species:S:1:pos:R:3
Sn 0.10719 0.61088 -0.75568
Br 2.66050 0.79755 -0.14359
P 0.82499 -1.05314 -2.58101
P 0.03978 2.49762 -2.38408
C 1.44809 0.21827 -3.75420
C 0.43882 0.85703 3.38222
C -2.26823 1.86638 2.11747
C 0.15285 3.65997 -6.78127
C 0.76028 1.61017 -3.81337
C -3.56700 -0.58470 0.53061
C 0.89475 3.98498 -1.88390
C -1.61235 -3.05184 0.82487
C -1.95625 1.54303 -6.25918
C 0.85629 -2.13541 2.57013
C -1.71612 0.50293 1.98036
C -0.65551 1.22462 -6.38632
C -2.29051 -0.59356 1.27396
C -1.41847 -1.70566 1.40331
C -1.61194 4.29025 -5.09539
C -2.76869 3.99423 -6.00408
C -0.66741 -1.86309 -3.22556
C -0.49154 0.05397 2.55485
C 0.38784 2.12984 -6.98684
C -0.30345 -1.30662 2.19502
C -0.32937 4.07674 -5.41919
C -2.61900 2.72845 -6.90116
C 2.10035 -2.30353 -2.28271
C -1.79003 2.60970 -2.39647
H -0.51768 4.01909 -7.57552
H -2.93528 4.86187 -6.66288
H 2.45677 -2.71519 -3.24174
H 1.45895 2.31819 -4.28466
H -2.74622 1.98645 3.10247
H -1.48439 2.63492 2.04469
H -3.50490 -1.18336 -0.38948
H 1.94702 3.75332 -1.67135
H 2.52269 0.33732 -3.54789
H 0.83864 4.76569 -2.65857
H -2.24059 1.61065 -2.29281
H -2.11258 3.21759 -1.54020
H -3.87244 0.43351 0.25850
H 1.35117 -0.27200 -4.73719
H -1.51548 -1.16445 -3.25189
H -0.31981 0.20892 -6.14294
H 1.47762 0.75170 3.03915
H -2.17330 3.06336 -3.31735
H 0.16769 1.91800 3.35317
H 0.87533 -3.06769 1.99220
H 1.80316 -1.59981 2.39644
H 1.67454 -3.12167 -1.67776
H 0.39230 0.52446 4.43009
H -2.02908 -3.74486 1.57243
H -0.46355 -2.23828 -4.23663
H -1.85870 4.86956 -4.19500
H -3.63637 2.40964 -7.18248
H -3.02663 2.07378 1.35417
H 0.43793 4.37252 -0.95730
H -2.64527 0.85655 -5.75513
H 0.46681 1.93170 -8.06888
H -0.66070 -3.48119 0.48105
H 0.81481 -2.40408 3.63826
H -0.92260 -2.70431 -2.56293
H 1.12367 4.16017 -6.94247
H -4.37072 -1.01816 1.14711
H -0.11406 1.54719 -4.47737
H -3.69578 3.88225 -5.42545
H -2.30329 -3.02594 -0.02604
H -2.11190 3.01352 -7.83340
H 2.94495 -1.86008 -1.73494
H 0.47046 4.37789 -4.72722
H 1.37555 1.88737 -6.56975
```

Calculated values
highest occupied orbital energy (alpha / beta) = -13.405 / -13.413 eV
net charge = +2
Kohn-Sham gap (alpha / beta) = 5.304 / 5.265 eV
energy relative to the best compared isomer or geometry (same formula, charge and spin) = 0.0 kcal/mol

=====

No. 4
The following is a quantum chemistry calculation of an isolated molecule of C6H10ClN at a distorted geometry, from the Open Molecules 2025 dataset.

XYZ file:
```
18
Properties=species:S:1:pos:R:3
Cl 2.71135 -0.15677 0.13850
N 0.26785 -1.13003 0.09947
C -1.33451 0.76709 -0.00654
C 0.52767 2.62270 -0.07197
C -1.21564 -0.73170 0.26891
C 1.09301 -0.10042 -0.01700
C 0.60819 -2.54820 -0.00500
C 0.05808 1.35076 0.38446
H -0.33978 -3.08500 -0.35857
H -1.53829 0.94286 -1.11561
H 1.13301 -3.01368 0.94426
H 0.10814 2.95757 -1.02336
H 0.27311 3.41751 0.52686
H -2.07801 1.21596 0.67844
H 1.44993 -2.56134 -0.86439
H -1.77897 -1.24382 -0.55080
H 1.63633 2.57944 -0.19943
H -1.58147 -1.28293 1.17177
```

Calculated values
highest occupied orbital energy (alpha / beta) = -5.059 / -9.422 eV
⟨S²⟩ = 2.007
Kohn-Sham gap (alpha / beta) = 6.046 / 9.435 eV
energy relative to the best compared isomer or geometry (same formula, charge and spin) = 17.4 kcal/mol
multiplicity = 3

=====

No. 5
The following is a quantum chemistry calculation of a cluster of 14 separate species, H28O14 in total at a distorted geometry, from the Open Molecules 2025 dataset.

XYZ file:
```
42
Properties=species:S:1:pos:R:3
O -3.11560 -0.17102 -1.31038
O -2.77942 -2.24259 0.98849
O 2.14237 -3.29208 -1.66360
O -0.27475 1.61014 -0.41454
O 3.10011 2.14675 0.95534
O 4.30752 -1.57873 -0.89676
O 1.19948 1.31796 2.14698
O -2.66111 0.92408 -3.80698
O -0.53635 -1.10354 3.37203
O -3.65265 3.34809 -0.52666
O 2.98747 -0.98488 3.18511
O 1.25819 -0.79163 0.79612
O -0.72066 -1.83286 -0.88882
O -1.18659 3.55452 -1.84240
H 3.06455 -1.99437 3.40128
H 2.65754 -4.09245 -1.31215
H 0.78524 -0.35892 0.17277
H -1.99152 -2.14218 0.52661
H 2.68004 2.50441 1.84272
H -1.28447 -1.06476 3.99526
H 4.57007 -1.15799 -1.80939
H -0.44646 -2.66692 -1.54032
H 3.73066 -0.84605 -0.43014
H 2.20090 -1.08404 2.69866
H -2.72004 -0.03339 -0.44043
H 0.69882 -1.10729 1.50646
H -2.36968 1.02991 -4.69771
H -1.04086 3.96234 -2.81769
H -0.68924 -0.29341 2.76218
H 0.18017 -2.13119 -0.33596
H 1.23589 0.73677 1.43429
H 3.18208 1.15744 1.24293
H -3.65262 2.54076 -0.15833
H 2.61861 -2.52379 -1.44668
H 0.32676 2.45976 -0.28956
H -0.86309 2.12670 -0.95763
H -2.10730 3.02328 -1.98974
H -3.58660 3.94285 0.35423
H 1.46892 0.91163 2.87711
H -3.10199 -3.11049 0.76221
H -2.40558 -0.75153 -1.64144
H -3.20882 0.05876 -3.80348
```

Calculated values
highest occupied orbital energy = -10.146 eV
Kohn-Sham gap = 10.200 eV
energy relative to the best compared isomer or geometry (same formula, charge and spin) = 137.0 kcal/mol

=====

No. 6
The following is a quantum chemistry calculation of a cluster of 2 separate species, C17H15BrN2O4 in total at a distorted geometry, from the Open Molecules 2025 dataset.

XYZ file:
```
39
Properties=species:S:1:pos:R:3
Br 0.25633 4.28305 -3.77872
O -5.53961 -3.23516 0.50718
O -0.52848 -1.99571 2.42252
O -4.28926 -4.79178 2.29405
O -1.81351 -0.39740 0.70469
N 4.56054 1.19497 0.33163
N 2.65334 0.52136 -1.76550
C 0.39909 1.44360 0.96501
C -0.16460 0.72813 -1.36588
C 0.78376 2.89694 -2.47862
C -3.72758 -1.75774 0.52924
C 4.87872 0.82944 -0.88888
C 3.95569 0.47969 -1.92298
C 3.20178 1.24261 0.48616
C -2.40815 -1.40789 1.03412
C 2.26639 0.92272 -0.51668
C -3.68515 -3.79847 1.93724
C 0.02161 1.56929 -2.66900
C 0.85508 1.03676 -0.25624
C -1.74831 -2.34141 2.00351
C 1.36032 1.76569 1.99424
C -2.35431 -3.45880 2.42338
C 2.69031 1.65201 1.75647
C -4.33269 -2.87711 0.94612
H 1.85362 2.73221 -2.65719
H -4.18450 -1.08459 -0.18265
H 0.60159 0.95743 -3.37878
H 5.94799 0.78886 -1.13363
H -1.15784 0.97725 -0.96986
H -0.66014 1.54180 1.19112
H -0.31808 -1.15219 1.97484
H 4.35181 0.17047 -2.89408
H -1.89052 -4.13908 3.12373
H 3.39213 1.87965 2.56175
H 0.67724 3.35039 -1.48647
H 0.98654 2.10732 2.96226
H -5.74764 -4.07454 0.96073
H -0.94124 1.78782 -3.15890
H -0.20227 -0.34763 -1.60592
```

Calculated values
highest occupied orbital energy = -9.135 eV
Kohn-Sham gap = 7.440 eV
SMILES = O=C1C=C(O)C(=O)C=C1O.BrCCCc1cccc2nccnc12
energy relative to the best compared isomer or geometry (same formula, charge and spin) = 0.0 kcal/mol

=====

What did we get for electronic energy? Answer: -8513.9505 -70406.7656 -120021.3454 -20391.1174 -29115.7090 -99084.4621 eV, in the order shown.
What did we get for molar mass? Answer: 91.1 773.8 592.2 131.6 252.2 391.2 g mol⁻¹, in the order shown.